The following is a quantum chemistry calculation of 2 unconnected molecules or ions with the total composition C2H9N4, from OMol25.

Properties
E: -300.2788 hartree
F_max: 0.019 hartree/bohr
Kohn-Sham gap: 10.81 eV
LUMO energy: -4.22 eV
ΔE to the lowest compared entry with this formula, charge and spin: 88.2 kcal/mol
HOMO: -15.03 eV

```
! RIJCOSX wB97M-V def2-TZVPD def2/J DEFGRID3
* xyz 1 1
C 2.321 -0.837 -0.085
C -2.967 0.338 0.045
N 1.079 -1.204 -0.255
N 2.717 0.394 0.053
N 0.578 1.599 -0.236
N 1.678 1.727 -0.011
H 3.077 -1.625 -0.044
H -2.392 1.051 -0.534
H -3.610 -0.230 -0.614
H -3.575 0.869 0.764
H 0.848 -2.183 -0.347
H 3.701 0.592 0.181
H -2.301 -0.336 0.574
H 0.324 -0.529 -0.303
H 2.314 2.502 0.196
*
```